Computed, not measured: a structure of composition C29H26N4O3V at a distorted geometry, with the ωB97M-V functional and the def2-TZVPD basis.

Summary:
<S²>	3.767
spin multiplicity	4
gap between HOMO and LUMO (spin up / spin down)	5.59 / 5.79	eV
total energy	-68283.3440	eV
relative energy (zero: lowest compared OMol25 entry of this formula, charge and spin)	310.2	kJ/mol

Geometry (Å):
V (-11.0045, -14.0680, -9.1361)
C (-8.9702, -8.0666, -6.9871)
C (-8.8703, -8.1614, -8.4475)
C (-7.6158, -7.9411, -9.0127)
C (-7.4471, -8.0221, -10.3599)
C (-6.1159, -7.6866, -10.9903)
C (-8.5144, -8.2700, -11.2082)
C (-9.8105, -8.4673, -10.7219)
C (-10.9567, -8.5684, -11.6516)
C (-9.9623, -8.2959, -9.3450)
H (-9.4796, -8.9365, -6.4824)
H (-9.4542, -7.1799, -6.6238)
H (-7.8878, -8.0359, -6.6169)
H (-6.6910, -7.6252, -8.4166)
H (-5.5490, -7.0067, -10.3921)
H (-6.2318, -7.1966, -11.9905)
H (-5.5079, -8.6400, -11.1427)
H (-8.3531, -8.1984, -12.3413)
H (-10.8751, -7.8037, -12.4517)
H (-11.9288, -8.4547, -11.1775)
H (-10.8998, -9.5353, -12.1492)
H (-10.9819, -8.3913, -9.0037)
O (-6.6318, -13.5971, -9.4429)
C (-6.3763, -12.7336, -8.4081)
C (-5.1349, -12.1755, -8.2616)
C (-4.9536, -11.0911, -7.3987)
C (-5.9795, -10.7268, -6.4987)
C (-7.2610, -11.3346, -6.5728)
C (-7.4579, -12.3454, -7.5385)
C (-8.7849, -12.9057, -7.7578)
O (-8.9942, -13.8687, -8.6313)
N (-9.7851, -12.5156, -6.9796)
N (-10.9057, -13.2011, -7.2676)
C (-11.9804, -13.0008, -6.5026)
C (-13.0937, -13.8942, -6.4863)
C (-14.2168, -13.7246, -5.6576)
C (-15.2209, -14.6860, -5.5728)
C (-15.2741, -15.7704, -6.4586)
C (-14.1426, -16.0512, -7.3090)
C (-13.0286, -15.1464, -7.3122)
O (-11.8510, -15.4403, -7.8777)
H (-7.6464, -13.7627, -9.2520)
H (-4.2999, -12.6435, -8.8382)
H (-3.9521, -10.6482, -7.2996)
H (-5.8505, -9.9546, -5.7974)
H (-8.0503, -11.0202, -5.9121)
H (-11.9715, -12.3054, -5.6894)
H (-14.1996, -12.8974, -5.0159)
H (-16.0747, -14.5664, -4.8537)
H (-16.2062, -16.4038, -6.5387)
H (-14.2274, -16.8850, -7.9919)
N (-12.5743, -17.9132, -14.1046)
C (-12.0998, -17.0547, -13.4925)
C (-11.4103, -16.0569, -12.7961)
C (-10.2800, -15.4525, -13.3669)
C (-9.7183, -14.2988, -12.7451)
C (-10.3695, -13.8026, -11.6350)
N (-11.3530, -14.5114, -11.0086)
C (-11.8225, -15.6528, -11.5138)
H (-9.8262, -15.8816, -14.2498)
H (-8.7566, -13.9624, -13.0540)
H (-10.2114, -12.8007, -11.3155)
H (-12.5645, -16.1975, -10.8629)